(P)
2 unconnected molecules or ions with the total composition BrH3NO2P. Source: the OMol25 dataset; level of theory: ωB97M-V/def2-TZVPD.

The geometry in ORCA input format:
```
! RIJCOSX wB97M-V def2-TZVPD def2/J DEFGRID3
* xyz 0 1
Br 2.5527 0.5997 -0.0952
P -0.7008 -1.0232 -0.1767
O -0.1134 -0.9592 1.3403
O 1.6874 -0.4392 -1.0923
N -1.2775 0.4908 -0.3558
H -1.6260 0.6774 -1.2775
H -1.3627 1.2452 0.3146
H 0.8404 -0.5916 1.3427
*
```

* Kohn-Sham gap (alpha / beta): 7.07 / 7.07 eV



(Q)
A molecular structure, BrH3NO2P. Source: the OMol25 dataset; level of theory: ωB97M-V/def2-TZVPD.

The geometry in ORCA input format:
```
! RIJCOSX wB97M-V def2-TZVPD def2/J DEFGRID3
* xyz 0 1
Br 0.0775 -3.2619 0.7702
P 0.7087 0.1088 0.2347
O -0.2770 -1.7759 -0.1805
O 0.5594 0.6820 -1.3079
N -0.6173 1.0418 0.8143
H -0.4146 1.6848 1.6207
H 1.0917 0.1781 -1.9461
H -1.1285 1.3423 -0.0055
*
```

* Kohn-Sham gap: 8.92 eV



Name the least stable of them. (P).



(P)
2 unconnected molecules or ions with the total composition C3H9NO2S. Source: the OMol25 dataset; level of theory: ωB97M-V/def2-TZVPD.

The geometry in ORCA input format:
```
! RIJCOSX wB97M-V def2-TZVPD def2/J DEFGRID3
* xyz -2 1
S 1.8958 -2.6756 -2.8834
O -2.5061 1.4209 2.8360
O -0.3691 0.3641 1.9210
N 0.5918 0.4602 -0.2794
C 0.4434 -0.8512 -0.8888
C -0.4141 0.9190 0.6492
C 1.6347 -1.1916 -1.8262
H 1.4450 0.3861 0.2780
H -3.2143 1.1414 2.2835
H -1.5848 1.2452 2.4245
H -1.4196 0.5904 0.2585
H 0.3145 -1.6583 -0.1551
H -0.4063 2.0363 0.6454
H 1.5400 -0.3510 -2.5253
H 2.5336 -0.9237 -1.2518
H -0.4845 -0.9120 -1.4860
*
```

* Kohn-Sham gap: 5.79 eV



(Q)
2 unconnected molecules or ions with the total composition C3H9NO2S. Source: the OMol25 dataset; level of theory: ωB97M-V/def2-TZVPD.

The geometry in ORCA input format:
```
! RIJCOSX wB97M-V def2-TZVPD def2/J DEFGRID3
* xyz -2 1
S 3.2564 -0.0756 2.1900
O -1.9574 0.0627 0.3775
O -3.5766 0.6514 -1.4122
N 0.1647 -0.4264 -0.5840
C 2.3245 0.1349 0.5942
C -0.7907 0.6290 -0.1067
C 1.1575 -0.8344 0.4567
H 1.9587 1.1500 0.4514
H -0.2395 1.1687 0.6689
H -0.9977 1.3178 -0.9346
H -0.3810 -1.2683 -0.7116
H -3.1937 -0.1063 -1.8899
H 1.4977 -1.8415 0.1746
H 0.7718 -0.9603 1.4846
H -3.0113 0.4639 -0.5262
H 3.0168 -0.0657 -0.2327
*
```

* Kohn-Sham gap: 5.85 eV



(R)
2 unconnected molecules or ions with the total composition C3H9NO2S. Source: the OMol25 dataset; level of theory: ωB97M-V/def2-TZVPD.

The geometry in ORCA input format:
```
! RIJCOSX wB97M-V def2-TZVPD def2/J DEFGRID3
* xyz -2 1
S -0.1366 -0.4774 3.7048
O 1.4110 -0.2265 -2.6448
O -1.1832 -0.1291 -2.4273
N -0.2129 -0.2732 -0.2817
C -1.2817 0.2844 -1.1643
C 0.8957 -0.3520 2.1260
C 0.0069 0.4208 0.9670
H 1.3576 0.1380 -1.7847
H -0.9377 0.4869 1.5626
H -2.2404 0.2424 -0.6836
H 0.9126 -1.3669 1.9309
H 1.8705 0.0219 2.0134
H -0.3289 -1.2379 -0.1488
H 0.5619 1.2877 0.8455
H -1.0272 1.4283 -1.1472
H 0.3323 -0.2475 -2.8678
*
```

* Kohn-Sham gap: 5.91 eV



Name the least stable of them. (R).



(P)
A single C3H4S2 molecule. Source: the OMol25 dataset; level of theory: ωB97M-V/def2-TZVPD.

The geometry in ORCA input format:
```
! RIJCOSX wB97M-V def2-TZVPD def2/J DEFGRID3
* xyz 0 1
S 1.6382 0.9314 0.3707
S -3.2285 0.6354 0.1818
C -0.5984 0.1156 -0.8287
C 0.7662 0.2035 -1.1778
C -1.5609 0.4534 -0.0136
H 1.2583 -0.7397 -1.5166
H 1.2276 1.0317 -1.8958
H -3.1202 1.8840 0.7145
H 1.1443 0.1812 1.4163
*
```

* SMILES: SC#CCS
* Kohn-Sham gap: 8.53 eV



(Q)
A single C3H4S2 molecule. Source: the OMol25 dataset; level of theory: ωB97M-V/def2-TZVPD.

The geometry in ORCA input format:
```
! RIJCOSX wB97M-V def2-TZVPD def2/J DEFGRID3
* xyz 0 1
S -1.4169 -1.3268 -0.3846
S 2.1705 1.3651 0.0958
C 0.8763 0.2200 -0.4892
C -1.5159 0.0848 0.5529
C -0.1257 -0.3984 0.5147
H 1.2667 -0.6824 -0.8409
H 0.3717 0.6948 -1.3432
H 0.5642 -0.8925 1.2659
H -2.1908 0.9355 0.6285
*
```

* Kohn-Sham gap (alpha / beta): 9.48 / 5.46 eV



(R)
A single C3H4S2 molecule. Source: the OMol25 dataset; level of theory: ωB97M-V/def2-TZVPD.

The geometry in ORCA input format:
```
! RIJCOSX wB97M-V def2-TZVPD def2/J DEFGRID3
* xyz 0 1
S -2.1528 -0.1677 -0.2377
S 1.8707 -0.6877 -0.1711
C -0.7255 -0.4403 0.5926
C 0.7204 1.6992 0.0593
C 0.5233 0.1713 0.2037
H 0.0119 2.3293 0.6359
H -0.8155 -1.0658 1.5504
H 1.7823 1.8262 0.1497
H 0.4250 2.0145 -0.9283
*
```

* SMILES: CC(=S)C=S
* Kohn-Sham gap: 7.45 eV



(S)
A single C3H4S2 molecule. Source: the OMol25 dataset; level of theory: ωB97M-V/def2-TZVPD.

The geometry in ORCA input format:
```
! RIJCOSX wB97M-V def2-TZVPD def2/J DEFGRID3
* xyz 0 1
S 1.8643 0.9711 -0.2355
S 0.2468 -1.4254 0.5523
C -1.1862 0.7229 -0.3635
C 1.5963 -0.6469 -0.0808
C -0.9596 -0.1533 0.6128
H -1.6122 -0.2908 1.4067
H -2.0393 1.4237 -0.2711
H 2.4664 -1.4328 -0.3397
H -0.3766 0.8315 -1.2811
*
```

* SMILES: C=CSC=S
* Kohn-Sham gap: 8.05 eV



Name the least stable of them. (Q).